{"formula": "C34H25Br3IInN7O3", "method": "the ωB97M-V functional and the def2-TZVPD basis", "symbols": ["In", "C", "N", "C", "C", "N", "C", "C", "C", "C", "C", "C", "N", "C", "N", "C", "C", "C", "C", "C", "C", "N", "H", "H", "H", "H", "H", "H", "H", "H", "H", "H", "H", "H", "H", "H", "H", "C", "C", "C", "C", "C", "C", "Br", "C", "C", "Br", "C", "O", "C", "N", "H", "H", "H", "H", "H", "H", "O", "C", "N", "C", "O", "C", "C", "C", "C", "C", "C", "H", "H", "H", "H", "Br", "I"], "coordinates": [[-0.78148, -1.15650, 0.46938], [-0.25204, 0.72435, 3.45404], [-0.31618, -0.68467, 3.05844], [0.39254, -1.60834, 3.95426], [1.89209, -1.52185, 3.88932], [2.57764, -0.44524, 3.66133], [3.90307, -0.85747, 3.60912], [5.05245, -0.13351, 3.30842], [6.25278, -0.81932, 3.25403], [6.32222, -2.19603, 3.51016], [5.18958, -2.92826, 3.82411], [3.98549, -2.23507, 3.85431], [2.68003, -2.63023, 4.06756], [-0.13334, 1.58096, 2.23884], [0.56089, 1.26768, 1.18906], [0.45420, 2.37048, 0.33873], [1.08555, 2.66203, -0.86896], [0.76854, 3.85079, -1.50181], [-0.14601, 4.75776, -0.94820], [-0.72931, 4.52009, 0.28310], [-0.39329, 3.32768, 0.91404], [-0.73056, 2.79767, 2.14302], [0.64203, 0.86017, 4.05961], [-1.12234, 1.05430, 4.02762], [-1.27936, -1.00084, 2.99923], [0.08569, -2.61301, 3.66477], [0.08749, -1.46050, 4.99712], [4.98675, 0.92433, 3.08487], [7.16127, -0.28904, 2.99064], [7.27787, -2.70161, 3.44268], [5.23805, -3.99388, 4.01715], [2.35073, -3.57789, 4.06828], [1.82519, 1.99071, -1.28013], [1.23942, 4.09038, -2.44810], [-0.38503, 5.66766, -1.48546], [-1.41076, 5.22951, 0.73962], [-1.42856, 3.15327, 2.76584], [-1.75533, -3.31324, -2.23271], [-2.82045, -2.27159, -2.06010], [-3.94651, -2.21513, -2.90843], [-4.91609, -1.28257, -2.68816], [-4.80123, -0.38760, -1.60275], [-5.77075, 0.57582, -1.24446], [-7.36610, 0.77636, -2.27042], [-5.60790, 1.35722, -0.13996], [-4.43721, 1.24264, 0.62146], [-4.30207, 2.30366, 2.19272], [-3.37877, 0.39465, 0.29311], [-2.26016, 0.36225, 0.95297], [-3.62976, -0.48968, -0.82055], [-2.68476, -1.42344, -1.07128], [-1.95902, -3.95042, -3.09317], [-1.69993, -3.93239, -1.33407], [-0.77495, -2.84837, -2.35736], [-4.02547, -2.91992, -3.72646], [-5.77994, -1.22079, -3.33627], [-6.37355, 2.06344, 0.14810], [-1.70647, 0.91497, -2.55661], [-0.60508, 0.40802, -2.54287], [0.02856, -0.24446, -1.49656], [1.37760, -0.39089, -1.82143], [2.27892, -0.70498, -1.07804], [1.56649, 0.00773, -3.26415], [2.67063, -0.01263, -4.09013], [2.50336, 0.42500, -5.40339], [1.26761, 0.88121, -5.85464], [0.16863, 0.92760, -4.99715], [0.35080, 0.48059, -3.70574], [3.63270, -0.35845, -3.72750], [3.35230, 0.41337, -6.07856], [1.15856, 1.20748, -6.88313], [-0.79566, 1.30089, -5.32405], [0.82881, -3.11328, 0.36313], [-2.69111, -2.93966, 1.79258]], "atomic_forces_ev_per_a": [[-0.179, 0.637, -0.740], [-0.074, -0.121, -0.275], [0.201, -0.150, -0.005], [-0.097, 0.004, -0.154], [-0.205, 0.106, -0.309], [0.139, 0.184, -0.016], [-0.056, -0.033, 0.002], [0.017, 0.009, -0.032], [0.051, 0.048, -0.001], [-0.059, -0.035, 0.023], [-0.020, -0.013, 0.001], [0.026, 0.094, 0.004], [-0.050, -0.122, -0.064], [-0.083, 0.121, -0.023], [0.310, 0.006, -0.414], [-0.053, 0.075, 0.132], [-0.009, -0.004, 0.005], [0.008, -0.030, -0.009], [0.008, -0.008, 0.051], [-0.007, -0.003, 0.076], [0.016, -0.123, -0.071], [0.125, 0.233, 0.128], [0.048, 0.120, -0.021], [-0.113, -0.166, 0.093], [-0.224, 0.030, 0.294], [-0.032, -0.091, -0.016], [-0.069, -0.001, 0.075], [0.015, -0.045, 0.027], [-0.057, -0.018, 0.033], [-0.015, 0.024, 0.029], [0.015, 0.047, -0.043], [-0.086, -0.061, -0.047], [-0.017, -0.029, -0.017], [-0.017, -0.030, 0.021], [0.010, -0.022, 0.019], [0.028, -0.036, -0.054], [-0.182, -0.020, 0.082], [-0.038, 0.025, -0.051], [0.094, -0.143, -0.004], [-0.029, 0.016, -0.012], [0.034, -0.028, -0.017], [0.146, -0.103, 0.034], [-0.154, 0.076, 0.036], [0.070, -0.023, 0.023], [0.067, -0.120, -0.100], [0.389, -0.114, 0.037], [0.055, 0.028, -0.040], [-0.080, 0.104, 0.280], [0.072, -0.158, -0.168], [-0.093, 0.076, -0.104], [0.288, 0.269, -0.002], [-0.010, 0.025, 0.008], [0.002, 0.026, -0.011], [-0.036, 0.002, 0.008], [-0.002, 0.032, 0.012], [-0.015, -0.016, 0.022], [0.033, 0.006, 0.035], [-0.203, -0.202, 0.136], [0.079, 0.052, 0.092], [0.216, -0.124, 0.184], [0.004, 0.062, 0.064], [-0.105, 0.002, -0.071], [-0.138, -0.014, -0.009], [0.159, -0.035, 0.015], [0.078, -0.018, 0.064], [-0.097, 0.021, 0.042], [-0.039, 0.075, -0.091], [-0.006, -0.071, 0.053], [-0.079, -0.003, -0.011], [-0.071, -0.001, 0.002], [0.033, 0.001, 0.048], [0.054, -0.026, 0.026], [0.137, -0.042, 0.216], [-0.129, -0.239, 0.470]], "lumo_ev": 2.29, "homo_ev": -5.14, "orbital_gap_ev": 7.4, "total_charge": -1}

=====

{"formula": "C25H31BrIrN4PS3", "method": "the ωB97M-V functional and the def2-TZVPD basis", "symbols": ["Ir", "Br", "C", "C", "C", "C", "C", "N", "H", "H", "H", "H", "C", "N", "C", "C", "C", "C", "C", "C", "C", "C", "H", "H", "H", "H", "H", "H", "H", "H", "H", "H", "H", "H", "H", "C", "P", "C", "C", "H", "H", "H", "H", "H", "H", "H", "H", "H", "S", "C", "S", "C", "N", "N", "C", "C", "C", "C", "C", "C", "S", "H", "H", "H", "H", "H"], "coordinates": [[0.55608, -0.57975, 0.64070], [-1.71335, -1.45897, 1.91476], [-1.80265, -2.16485, 0.16460], [-2.80661, -3.00566, -0.25351], [-2.70291, -3.50479, -1.54370], [-1.60688, -3.15832, -2.32126], [-0.65620, -2.30206, -1.80414], [-0.75990, -1.78828, -0.56856], [-3.62402, -3.26638, 0.40288], [-3.46412, -4.16944, -1.92934], [-1.48529, -3.54795, -3.32156], [0.21457, -2.02070, -2.37294], [-0.61031, 4.47629, 2.96074], [-0.24220, 3.03271, 2.90781], [-1.45173, 2.18598, 3.06122], [0.62568, 2.63244, 1.72282], [-0.15417, 2.39028, 0.45837], [-0.65739, 3.52260, -0.18954], [-1.50402, 3.42872, -1.27631], [-1.85499, 2.16706, -1.72835], [-1.30237, 1.03798, -1.14299], [-0.41380, 1.10161, -0.05828], [-1.11522, 4.65740, 3.90761], [-1.27446, 4.71121, 2.13464], [0.29575, 5.07501, 2.91044], [0.35259, 2.86362, 3.72983], [-2.15890, 2.43936, 2.27522], [-1.88496, 2.37805, 4.04061], [-1.15686, 1.14667, 2.97508], [1.15479, 1.74395, 2.04807], [1.34389, 3.44579, 1.61203], [-0.36768, 4.50339, 0.16899], [-1.88039, 4.31980, -1.75889], [-2.53238, 2.05611, -2.56484], [-1.55980, 0.09248, -1.58349], [1.79790, 0.34268, -2.42701], [2.24507, 0.00758, -0.71016], [3.13350, 1.49769, -0.21806], [3.50798, -1.27888, -0.77541], [2.69717, 0.63959, -2.96919], [1.07226, 1.15310, -2.46891], [1.38485, -0.53313, -2.91879], [3.95720, 1.65957, -0.91467], [3.53243, 1.37628, 0.78797], [2.46921, 2.35909, -0.26014], [4.31971, -0.96528, -1.43389], [3.08120, -2.20715, -1.15580], [3.91323, -1.45973, 0.22009], [-0.95820, -0.92587, 7.17896], [-0.04487, -0.48341, 5.90933], [0.54657, -1.65934, 4.73812], [1.25747, -0.38460, 3.81057], [1.13536, 0.78245, 4.32655], [0.41719, 0.74672, 5.49448], [0.18859, 2.03227, 6.09255], [1.16081, 3.01682, 5.90671], [0.94482, 4.29380, 6.40284], [-0.22378, 4.59573, 7.08983], [-1.17275, 3.60479, 7.28193], [-0.97870, 2.32043, 6.78610], [2.11787, -0.58772, 2.27632], [2.09876, 2.77546, 5.42458], [1.71300, 5.04500, 6.27437], [-0.38236, 5.58831, 7.48799], [-2.08013, 3.81966, 7.83015], [-1.72607, 1.56012, 6.94585]], "atomic_forces_ev_per_a": [[-0.373, -0.352, -0.100], [0.064, 0.034, 0.125], [-0.062, -0.025, -0.053], [0.003, -0.016, -0.005], [-0.015, -0.020, -0.011], [0.006, -0.001, 0.000], [0.037, -0.043, 0.049], [0.071, 0.185, 0.047], [-0.002, 0.010, 0.002], [0.001, 0.000, 0.000], [0.006, -0.001, 0.001], [-0.004, 0.035, -0.016], [0.017, -0.011, 0.026], [0.068, 0.113, -0.026], [-0.036, 0.022, -0.009], [-0.028, 0.142, -0.009], [0.028, -0.075, 0.146], [-0.009, -0.018, 0.034], [-0.036, -0.058, -0.041], [0.018, 0.109, 0.001], [0.181, 0.030, 0.121], [-0.104, 0.138, -0.085], [0.016, 0.005, 0.005], [-0.011, -0.010, 0.023], [-0.004, 0.009, -0.021], [-0.031, -0.128, 0.024], [0.007, -0.024, -0.010], [0.013, 0.003, -0.007], [0.021, -0.077, 0.013], [0.009, 0.041, 0.009], [-0.007, -0.002, -0.032], [0.011, -0.009, -0.018], [-0.010, -0.001, -0.007], [-0.003, -0.011, -0.003], [-0.051, -0.099, -0.061], [-0.014, 0.046, -0.009], [0.221, -0.075, -0.283], [0.002, 0.026, 0.057], [0.041, -0.044, -0.047], [0.021, -0.007, 0.032], [-0.012, 0.004, -0.018], [-0.007, -0.002, -0.034], [0.005, -0.018, -0.005], [0.001, 0.058, -0.006], [-0.001, 0.009, -0.001], [-0.013, 0.003, -0.012], [0.007, -0.014, 0.023], [-0.015, -0.016, -0.001], [0.051, 0.090, 0.081], [-0.026, -0.054, -0.013], [0.039, -0.002, -0.099], [0.127, -0.149, -0.119], [-0.168, 0.092, 0.014], [-0.029, 0.074, -0.001], [0.050, -0.053, 0.011], [0.047, -0.008, 0.105], [0.033, 0.031, -0.006], [0.023, -0.020, -0.028], [-0.047, -0.044, 0.010], [-0.073, 0.040, -0.070], [-0.038, 0.159, 0.303], [-0.018, -0.036, -0.023], [-0.005, 0.014, 0.014], [0.004, 0.004, 0.007], [0.000, 0.013, 0.000], [0.004, -0.018, 0.004]], "lumo_ev": -6.28, "e_above_lowest_ev": 0.188, "homo_ev": -12.98, "orbital_gap_ev": 6.7, "total_charge": 2}

=====

{"formula": "C3H7N2O3S", "method": "the ωB97M-V functional and the def2-TZVPD basis", "symbols": ["C", "C", "C", "N", "N", "O", "O", "O", "S", "H", "H", "H", "H", "H", "H", "H"], "coordinates": [[-1.33353, 0.04318, 0.70692], [1.28133, 0.60378, -0.13090], [1.64342, 0.18828, -1.51843], [-0.83636, 0.41619, -0.42101], [-2.62098, 0.06839, 0.92489], [1.94735, -0.96846, 2.00404], [0.64613, -1.92484, 0.26055], [-0.48366, -0.12975, 1.66914], [0.99883, -0.75417, 1.00012], [1.23712, 1.67318, 0.25106], [1.64526, -0.93333, -1.68351], [2.60651, 0.67407, -1.78703], [0.82538, 0.74887, -2.18717], [-1.37762, 0.80338, -1.11043], [-3.14384, -0.27784, 0.10925], [-3.03533, -0.23095, 1.91251]], "atomic_forces_ev_per_a": [[0.073, 1.949, -1.109], [-3.949, 0.335, -1.289], [-0.506, 1.199, -1.296], [4.376, -0.920, 2.002], [-3.175, -2.052, 2.728], [0.561, 1.552, 1.172], [-0.374, 1.189, -0.150], [2.190, -1.351, 1.474], [-1.126, -2.463, -0.262], [0.465, -1.529, -0.386], [-0.090, 1.560, 0.243], [-0.390, -0.469, 0.078], [2.093, -1.415, 1.143], [-1.380, 1.102, -2.166], [-0.158, 0.578, 0.773], [1.389, 0.735, -2.955]], "lumo_ev": -6.32, "e_above_lowest_ev": 2.660, "homo_ev": -15.36, "orbital_gap_ev": 9.0, "total_charge": 1}

=====

{"formula": "C3H8N3", "method": "the ωB97M-V functional and the def2-TZVPD basis", "symbols": ["C", "C", "C", "N", "N", "N", "H", "H", "H", "H", "H", "H", "H", "H"], "coordinates": [[-0.93535, 1.02354, -0.04383], [-3.13055, 0.02708, -0.41157], [1.86732, -0.73138, 0.96377], [-2.06238, 0.66001, -0.28061], [0.79667, -0.31117, -1.04202], [1.78716, -0.12200, -0.27570], [-0.60191, 1.96798, 0.34629], [-3.45119, -0.58751, 0.53493], [-3.58931, 0.13148, -1.28834], [2.77774, -1.29225, 1.13450], [1.83978, 0.02342, 1.82083], [0.95098, -1.42498, 0.95236], [1.04612, 0.27457, -1.84870], [2.70494, 0.36122, -0.56190]], "atomic_forces_ev_per_a": [[1.209, -0.207, -0.964], [0.629, -1.747, 5.055], [-2.206, -1.429, 2.894], [0.894, 0.335, 0.730], [0.812, 1.123, 0.766], [2.723, 0.726, -2.030], [-0.427, 0.470, 0.289], [0.264, 1.164, -2.288], [-2.381, 0.031, -3.225], [0.222, -0.195, -0.381], [-0.325, -0.767, -1.161], [1.469, 0.890, 0.745], [-0.751, -0.172, -0.491], [-2.132, -0.222, 0.061]], "lumo_ev": [-5.27, -5.29], "e_above_lowest_ev": 6.381, "homo_ev": [-12.29, -12.28], "orbital_gap_ev": [7.0, 7.0], "total_charge": 1}